Record 1
The following is a quantum chemistry calculation of a gas-phase ion, C5H6O6P (charge -1) in a non-equilibrium geometry, from the Open Molecules 2025 dataset.

XYZ file:
```
18
Properties=species:S:1:pos:R:3:lowdin_charge:R:1
O 2.0199 -2.8284 -0.5627 0.019
C 1.6828 -1.7402 -0.1729 -0.660
O 0.4568 -1.3344 -0.0728 0.005
C 0.1861 -0.1191 0.4619 -0.293
C -1.2985 0.1364 0.7267 -0.280
O -1.5675 1.2243 1.5472 -0.048
C -2.1685 0.3844 -0.6716 -0.196
O -1.6010 -0.2691 -1.7611 -0.092
C 1.1577 0.6005 1.0631 -0.425
O 1.2939 1.7611 1.5814 -0.164
P 2.9556 -0.4610 0.4396 0.982
O 3.2346 0.2458 -0.9986 -0.394
H -1.8073 -0.6454 1.2130 0.114
H -0.7382 1.6661 1.8405 0.079
H -2.3685 1.4661 -0.9127 0.109
H -3.2394 -0.0531 -0.5350 0.120
H -0.6928 -0.5538 -1.6178 0.061
H 2.4943 0.5198 -1.5682 0.064
```

Gap between HOMO and LUMO   7.321 eV
SMILES   O=c1oc([C@@H](O)CO)c([O-])p1O
Charge   -1

***

Record 2
The following is a quantum chemistry calculation of a single C5H6OS molecule in a non-equilibrium geometry, from the Open Molecules 2025 dataset.

XYZ file:
```
13
Properties=species:S:1:pos:R:3:lowdin_charge:R:1
C -2.5226 0.5214 -0.2080 0.035
C -1.7949 -0.6350 0.2610 -0.147
C -0.3470 -0.8770 0.2197 -0.248
C 0.5357 -0.0737 -0.3740 -0.360
S 2.1574 -0.9792 -0.4192 0.958
C 3.0381 0.3979 0.1262 -0.625
O 4.2695 0.2514 0.3185 -0.105
H -1.9973 1.2404 -0.8077 0.023
H -3.5766 0.7777 0.1000 0.064
H -2.4229 -1.2612 0.8861 0.075
H -0.1249 -1.8450 0.6104 0.078
H 0.4152 0.9592 -0.7919 0.094
H 2.3702 1.5231 0.0789 0.156
```

Gap between HOMO and LUMO   8.742 eV
SMILES   C=C/C=C/SC=O
Charge   0

***

Record 3
The following is a quantum chemistry calculation of a single C5H6OS molecule in a non-equilibrium geometry, from the Open Molecules 2025 dataset.

XYZ file:
```
13
Properties=species:S:1:pos:R:3:lowdin_charge:R:1
C -0.1764 -2.1641 2.0277 0.052
C -0.0586 -1.2773 0.9843 -0.324
C -0.0147 -1.6137 -0.4644 -0.091
O 0.2090 -0.3111 -1.2314 -0.087
C 0.1160 0.7026 -0.4646 -0.923
S -0.1053 2.1969 -1.0108 0.709
C 0.1493 0.2697 1.1189 -0.094
H -0.4556 -3.2033 1.8408 0.067
H 0.1279 -1.7398 2.9633 0.055
H -1.1146 -2.0684 -0.7723 0.174
H 0.7980 -2.5706 -0.6684 0.193
H -0.5753 0.8624 1.8122 0.138
H 1.1380 0.5549 1.6371 0.132
```

Gap between HOMO and LUMO   9.017 eV
SMILES   C=C1COC(=S)C1
Charge   0

***

Record 4
The following is a quantum chemistry calculation of a single C5H6OS2 molecule in a non-equilibrium geometry, from the Open Molecules 2025 dataset.

XYZ file:
```
14
Properties=species:S:1:pos:R:3:lowdin_charge:R:1
S 1.2076 1.4672 2.0895 0.727
C 1.0243 -0.0673 1.5578 -0.567
C 0.8681 -0.5199 0.1509 -0.423
O -0.2397 -1.4319 0.0179 -0.116
C -1.3828 -0.5575 -0.1561 -0.200
C -0.9382 0.6068 -0.9613 -0.453
S 0.0387 0.1545 -2.4633 0.889
C 0.5538 0.6241 -0.8155 -0.558
H 1.2051 -0.8742 2.2782 0.067
H 1.8131 -1.0435 -0.0617 0.162
H -2.1285 -1.1697 -0.7015 0.142
H -1.6849 -0.2522 0.7981 0.106
H -1.5204 1.5317 -0.9875 0.123
H 1.1836 1.5319 -0.7455 0.102
```

Gap between HOMO and LUMO   8.173 eV
SMILES   S=C[C@H]1OC[C@@H]2S[C@@H]21
Charge   0

***

Record 5
The following is a quantum chemistry calculation of a molecular structure, C5H6OS2 in a non-equilibrium geometry, from the Open Molecules 2025 dataset.

XYZ file:
```
14
Properties=species:S:1:pos:R:3:lowdin_charge:R:1
C -1.9151 -0.7781 -0.3406 -0.505
C -0.7141 -0.3924 -1.1662 -0.516
C -1.1549 -0.0928 0.7804 -0.467
C -0.0381 0.3419 -0.0507 -0.580
C 1.4161 0.5918 0.0499 -0.019
O -0.4335 2.3478 1.6269 -0.542
S -0.9397 -2.1876 -0.9404 0.887
S -1.2129 1.6663 0.5460 1.024
H -3.0359 -0.7037 -0.4207 0.137
H -0.7489 0.0215 -2.1802 0.120
H -0.9422 -0.4635 1.9664 0.208
H 1.7224 1.0713 0.9821 0.090
H 1.5479 1.3714 -0.7138 0.111
H 1.8119 -0.3334 0.0546 0.052
```

Gap between HOMO and LUMO   9.875 eV
Charge   0

***

Record 6
The following is a quantum chemistry calculation of 2 unconnected molecules or ions with the total composition C5H6S in a non-equilibrium geometry, from the Open Molecules 2025 dataset.

XYZ file:
```
12
Properties=species:S:1:pos:R:3:lowdin_charge:R:1
C -1.7133 0.8618 3.0591 0.170
C -0.6369 0.0761 2.1270 -0.076
C -0.2632 -1.0744 1.5909 -0.277
C 0.2221 -2.0418 1.0262 0.165
H -1.7271 1.8973 3.2899 -0.055
H 0.5834 -2.9064 0.5548 0.034
C 0.8754 0.1357 -2.0735 -0.477
S -0.5682 0.9548 -1.3208 0.625
H 0.7434 -0.9279 -1.9008 0.009
H 0.8992 0.3423 -3.1404 0.021
H 1.7823 0.4828 -1.5877 0.025
H -0.1972 2.1997 -1.6248 -0.164
```

Gap between HOMO and LUMO (spin up / spin down)   7.257 / 7.255 eV
SMILES   C#CC#C.CS
Charge   0

***

Record 7
The following is a quantum chemistry calculation of 2 unconnected molecules or ions with the total composition C5H6S in a non-equilibrium geometry, from the Open Molecules 2025 dataset.

XYZ file:
```
12
Properties=species:S:1:pos:R:3:lowdin_charge:R:1
C -1.9590 0.8736 -0.7694 0.139
C -1.7559 -0.0319 0.0548 -0.158
C -1.4278 -1.1956 0.7415 -0.153
C -0.9193 -2.0821 1.4049 0.138
H -2.0036 1.8669 -1.0298 0.019
H -0.6057 -3.0996 1.5770 0.048
C 1.4663 0.9735 0.0906 -0.463
S 2.1744 -0.3962 -0.8881 0.605
H 1.6613 1.8772 -0.4728 0.017
H 0.3657 0.8522 -0.0121 -0.026
H 1.7494 0.9331 1.1184 0.023
H 1.2543 -0.5709 -1.8151 -0.187
```

Gap between HOMO and LUMO   8.948 eV
SMILES   C#CC#C.CS
Charge   0

***

Record 8
The following is a quantum chemistry calculation of 2 unconnected molecules or ions with the total composition C5H6S2 in a non-equilibrium geometry, from the Open Molecules 2025 dataset.

XYZ file:
```
13
Properties=species:S:1:pos:R:3:lowdin_charge:R:1
C 1.4493 0.1880 1.9305 -0.084
C 2.5231 0.4767 1.5368 -0.093
C -0.4406 0.0127 -1.4104 -0.104
C -1.1425 -1.1460 -0.7736 -0.157
C 0.2735 -0.9470 -0.5935 -0.669
S 3.0907 -1.1125 -1.3357 0.073
S 1.5775 -1.9501 -0.5218 0.452
H 0.5104 -0.0506 2.5798 0.087
H 3.4892 0.9794 1.1677 0.072
H -0.3126 -0.0140 -2.5272 0.144
H -0.5157 0.9231 -1.0325 0.056
H -1.5783 -1.0330 0.2048 0.100
H -1.6341 -1.9635 -1.3343 0.123
```

Gap between HOMO and LUMO (spin up / spin down)   7.426 / 7.433 eV
Charge   0

***

Record 9
The following is a quantum chemistry calculation of a single C5H6S3 molecule in a non-equilibrium geometry, from the Open Molecules 2025 dataset.

XYZ file:
```
14
Properties=species:S:1:pos:R:3:lowdin_charge:R:1
C 1.8719 0.4265 0.3331 -0.050
C 0.6918 0.1345 -0.6077 -0.215
C 0.0747 -1.1088 -0.2480 -0.805
S -0.0095 -2.7013 -0.1559 0.786
C -0.7525 0.0788 0.0969 -0.818
S -1.0619 0.4146 1.8006 0.819
C -1.8717 0.4078 -0.8380 -0.672
S -3.2520 1.1733 -0.4607 0.680
H 2.7556 0.4835 -0.2734 0.080
H 1.9999 -0.1907 1.1505 0.055
H 1.8893 1.3886 0.7897 0.072
H 0.7335 0.4911 -1.5756 0.121
H -1.3052 -0.8509 1.8037 -0.138
H -1.7642 -0.1471 -1.8152 0.086
```

Gap between HOMO and LUMO   7.848 eV
SMILES   C[C@H]1C(=S)[C@]1(S)C=S
Charge   0

***

Record 10
The following is a quantum chemistry calculation of a molecular structure, C5H7AlBF9NO5S in a non-equilibrium geometry, from the Open Molecules 2025 dataset.

XYZ file:
```
30
Properties=species:S:1:pos:R:3:lowdin_charge:R:1
C 3.6670 0.1577 1.3442 -0.107
O 3.7892 0.9675 0.1922 -0.054
B 3.2191 0.4697 -0.9707 -0.562
O 4.1098 0.2565 -2.0212 0.087
Al 1.1130 0.0351 -1.2292 0.174
N 0.7907 -1.7776 -0.9764 -0.056
O 0.4920 0.4974 -2.8070 -0.196
S 0.0599 1.3855 0.4478 0.680
O 0.6615 2.7007 0.2605 -0.380
O 0.1166 0.8324 1.7954 -0.400
C -1.7708 1.8244 0.2001 -0.487
F -1.7926 2.6192 -0.9030 0.084
F -2.2253 2.5463 1.2529 0.095
C -2.8200 0.7133 -0.1056 -0.332
F -2.4676 0.0728 -1.2462 0.134
F -3.9886 1.3854 -0.3431 0.119
C -3.1824 -0.3404 1.0140 -0.308
F -4.5147 -0.5930 0.8982 0.127
F -2.9609 0.2054 2.2276 0.152
C -2.5126 -1.7525 0.9933 -0.584
F -2.5344 -2.2870 -0.2230 0.174
F -1.2961 -1.7157 1.4538 0.201
F -3.2337 -2.5442 1.7955 0.162
H 4.1139 0.6964 2.1780 0.086
H 2.6188 -0.0447 1.5841 0.066
H 4.1977 -0.7916 1.2315 0.084
H 3.9973 -0.6407 -2.3503 0.075
H 1.5561 -2.3023 -0.5760 -0.019
H 0.4482 -2.2797 -1.7853 -0.017
H 0.3488 -0.2964 -3.3322 0.003
```

Gap between HOMO and LUMO   7.815 eV
Charge   -1

***

Record 11
The following is a quantum chemistry calculation of a molecular structure, C5H7AuO3 in a non-equilibrium geometry, from the Open Molecules 2025 dataset.

XYZ file:
```
16
Properties=species:S:1:pos:R:3:mulliken_spin:R:1
O 0.1361 -1.1970 0.2699 0.135
C 0.5087 -0.0405 -0.3176 -0.039
O 1.8522 -0.1565 -0.3634 0.104
Au 1.8339 -1.9666 0.4517 0.880
O -0.1594 0.8913 -0.6089 0.056
C -1.2908 -1.4453 0.5766 0.023
H -1.5781 -0.7117 1.3357 0.011
H -1.8294 -1.2466 -0.3612 0.044
C -1.4351 -2.8380 1.0306 0.737
H -1.1346 -3.6561 0.3747 0.029
H -1.8933 -3.0565 1.9934 0.026
C 0.6176 3.4612 -1.4832 0.503
C 0.7088 3.9104 -0.3611 0.517
H 0.4079 3.1384 -2.4903 -0.014
H 2.3561 0.6502 -0.6867 0.008
H 0.8995 4.2633 0.6397 -0.018
```

Expectation value of S²   3.757
2S+1   4
Gap between HOMO and LUMO (spin up / spin down)   5.692 / 7.338 eV
Charge   +3

***

Record 12
The following is a quantum chemistry calculation of a single C5H7B molecule in a non-equilibrium geometry, from the Open Molecules 2025 dataset.

XYZ file:
```
13
Properties=species:S:1:pos:R:3:lowdin_charge:R:1
B 0.0675 0.2195 -0.6825 -0.377
C -0.0671 -0.2543 1.7470 -0.077
C 0.3892 -1.3816 1.0857 -0.149
C -0.4698 0.7481 0.7354 -0.173
C 0.2321 0.7003 -2.1014 0.166
C 0.4934 -1.2760 -0.2922 0.043
H -0.3597 -0.0625 2.8651 0.146
H 0.7651 -2.2437 1.6663 0.106
H -0.3009 1.7596 1.1032 0.090
H -1.6184 0.8692 0.5734 0.147
H 0.6738 0.1943 -2.8540 -0.015
H -0.2227 1.5644 -2.5874 0.035
H 1.0764 -1.7977 -0.9615 0.057
```

Gap between HOMO and LUMO (spin up / spin down)   7.007 / 8.388 eV
Charge   0

***

Record 13
The following is a quantum chemistry calculation of a molecular structure, C5H7BF4N9PtSTe in a non-equilibrium geometry, from the Open Molecules 2025 dataset.

XYZ file:
```
29
Properties=species:S:1:pos:R:3:mulliken_spin:R:1
Pt 0.5868 0.3177 -1.0053 0.796
N 3.1978 -2.0076 -0.3146 -0.002
C 3.4842 -0.6680 -0.4156 0.011
N 4.7199 -0.2035 -0.2699 0.000
N 4.6076 1.1140 -0.4521 0.005
N 3.3918 1.4350 -0.6911 -0.012
N 2.6284 0.3441 -0.6811 0.033
C 1.9520 -2.5542 -0.2625 0.019
N 1.6991 -3.8698 -0.2731 0.000
N 0.3838 -3.9640 -0.1910 0.011
N -0.1476 -2.7860 -0.1271 -0.007
N 0.8169 -1.8588 -0.1553 0.033
H 3.9842 -2.6302 -0.2485 0.000
C -3.7305 0.3866 -0.1456 0.003
Te -2.1446 -1.1075 -0.3767 -0.003
C -1.3368 -0.4423 1.4784 0.003
H -3.2514 1.3597 -0.0833 -0.002
H -4.2950 0.2082 0.7674 -0.001
H -4.3980 0.3669 -1.0027 -0.001
H -0.7084 -1.2224 1.8908 -0.003
H -2.1450 -0.2064 2.1619 0.001
H -0.7508 0.4525 1.2832 0.007
F -2.3830 3.2065 1.2814 0.000
B -1.0982 3.5625 0.8656 0.008
F -1.1799 4.5809 -0.0617 -0.002
F -0.3851 3.9910 1.9721 0.000
F -0.4726 2.4318 0.3068 -0.040
S -1.7731 -0.3748 -3.3890 0.016
C -1.2537 0.1387 -1.8605 0.126
```

Expectation value of S²   0.764
2S+1   2
Gap between HOMO and LUMO (spin up / spin down)   5.889 / 6.109 eV
Charge   -2

***

Record 14
The following is a quantum chemistry calculation of a molecular structure, C5H7BF4N9PtSTe, from the Open Molecules 2025 dataset.

XYZ file:
```
29
Properties=species:S:1:pos:R:3:mulliken_spin:R:1
Pt 0.9843 1.7181 1.3707 0.100
N 3.8435 2.4044 3.1730 0.001
C 3.7076 3.0812 1.9823 0.007
N 4.5856 3.9547 1.5145 0.001
N 4.0828 4.3256 0.3222 0.005
N 2.9710 3.7192 0.0924 0.002
N 2.7006 2.9062 1.1374 0.015
C 2.7948 1.7895 3.8328 0.003
N 2.8507 1.4679 5.1085 -0.001
N 1.6648 0.8675 5.3540 0.003
N 0.9397 0.8346 4.2975 0.000
N 1.6351 1.4121 3.2897 0.011
H 4.5826 2.7274 3.7740 0.000
C -0.2325 4.4128 -0.7002 0.006
Te 0.3613 2.4027 -1.0423 0.013
C -1.6304 1.7058 -1.2699 -0.006
H -0.9185 4.4333 0.1424 -0.002
H -0.7091 4.8082 -1.5953 0.001
H 0.6759 4.9605 -0.4684 -0.001
H -2.0623 2.1561 -2.1614 0.000
H -2.2025 1.9592 -0.3816 0.007
H -1.5972 0.6243 -1.3735 -0.001
F -4.7464 -13.0235 -5.2810 0.000
B -5.2905 -11.9269 -5.9843 0.000
F -4.7979 -11.9284 -7.3080 0.000
F -6.6983 -12.0388 -6.0096 0.000
F -4.9240 -10.7262 -5.3458 0.000
S -2.0393 0.3818 1.9591 0.238
C -0.5316 0.5907 1.5706 0.598
```

Expectation value of S²   0.761
2S+1   2
Gap between HOMO and LUMO (spin up / spin down)   5.272 / 7.597 eV
Charge   -2

***

Record 15
The following is a quantum chemistry calculation of a single C5H7BFNO3 molecule in a non-equilibrium geometry, from the Open Molecules 2025 dataset.

XYZ file:
```
18
Properties=species:S:1:pos:R:3:lowdin_charge:R:1
O -2.6877 1.2406 0.2741 0.219
B -2.4918 -0.0391 -0.2197 -0.740
O -3.5306 -0.8211 -0.5445 0.260
O -1.2245 -0.5346 -0.5702 0.197
C -0.0660 -0.2282 0.0402 -0.471
F -0.5067 -0.0808 1.5491 -0.098
C 0.6354 1.0419 -0.2446 0.013
C 1.9695 1.1723 -0.2758 -0.067
C 2.8032 -0.0180 -0.0688 -0.103
C 2.2104 -1.1959 0.0453 -0.093
N 0.8138 -1.2723 0.0049 0.106
H -3.1647 1.4816 0.9976 0.056
H -4.3527 -0.5925 -0.2474 0.065
H 0.1261 1.9781 -0.5210 0.128
H 2.6095 2.0654 -0.4633 0.119
H 3.8487 0.1880 -0.2021 0.091
H 2.6606 -2.2011 0.2466 0.136
H 0.3475 -2.1842 0.1996 0.182
```

Gap between HOMO and LUMO   8.933 eV
SMILES   OB(O)O[C@]1(F)C=CC=CN1
Charge   0

***

Record 16
The following is a quantum chemistry calculation of 2 unconnected molecules or ions with the total composition C5H7Br in a non-equilibrium geometry, from the Open Molecules 2025 dataset.

XYZ file:
```
13
Properties=species:S:1:pos:R:3:lowdin_charge:R:1
C 0.5717 -1.4544 -0.5373 0.075
C 1.6025 -1.1068 0.1215 -0.225
C -1.9267 0.5913 0.3059 -0.207
C 2.4496 -0.2468 0.6516 -0.018
C -0.7611 0.5759 -0.6706 -0.631
Br -1.3440 1.3205 -2.3284 0.656
H 0.0633 -2.3600 -0.6613 0.024
H -2.3431 -0.4171 0.1250 0.079
H -2.6963 1.1787 -0.0756 0.011
H -1.5729 0.7224 1.3340 0.084
H 3.4508 0.2087 0.3339 0.090
H 2.4094 -0.1808 1.7086 0.034
H 0.0968 1.1685 -0.3074 0.028
```

Gap between HOMO and LUMO (spin up / spin down)   7.686 / 8.026 eV
Charge   0

***

What did we get for energy? Answer: -986.92338; -667.43158; -667.44806; -1065.66941; -1065.59281; -591.99537; -592.12954; -990.28763; -1388.56445; -2190.18438; -554.45963; -219.44009; -1897.54329; -1897.67948; -600.03131; -2768.51953 Ha, in the order shown.